[1]
Density functional theory data (ωB97M-V/def2-TZVPD) for an isolated molecule of C17H13F3N2O4 in a non-equilibrium geometry.

The geometry in XYZ format:
```
39
C17H13F3N2O4, DFT ωB97M-V/def2-TZVPD
O -0.2377 1.7320 -2.1636
F 3.8502 -5.6739 -2.8907
F 2.1760 -4.2837 -3.4975
F 2.2257 -4.9162 -1.4320
N -4.3609 2.3029 3.1920
O -2.0988 2.7902 -2.9620
O 3.8815 -3.4896 -2.2678
O 1.8158 0.1516 1.3703
C -1.4015 2.1449 -2.0121
C -3.3163 2.5136 -0.4124
C -2.1040 1.8709 -0.7750
C -3.4098 1.5464 3.6584
C -4.4292 2.7480 1.9204
C 3.1758 -2.9175 0.0303
C 3.2488 -1.2488 -1.6556
C 2.5978 -1.9631 0.9571
C 2.6152 -0.3524 -0.8211
C -2.4478 1.0118 2.7211
C 3.3872 -2.6191 -1.2943
C 2.3364 -0.6987 0.4815
C -3.5240 2.2598 1.0007
C -2.5365 1.3534 1.3577
N -1.5992 1.1457 0.2868
C 3.0863 -4.6186 -2.4987
C 0.7794 1.1232 1.0185
C -0.4215 0.2914 0.4079
H -1.4164 2.9014 -3.6801
H -3.7992 3.3100 -0.9762
H -3.3691 1.5351 4.7756
H -5.2598 3.4002 1.7561
H 3.4095 -3.9309 0.3006
H 3.6780 -0.9473 -2.6922
H 2.1947 -2.2704 1.8953
H 2.1810 0.6131 -1.1979
H -1.6782 0.3547 3.0113
H 0.4665 1.5361 2.0950
H 1.1703 1.9168 0.4273
H -0.1493 -0.1338 -0.5045
H -0.7169 -0.4892 1.0698
```

Summary:
- SMILES: O=C(O)c1cc2cnccc2n1CCOc1ccc(OC(F)(F)F)cc1
- HOMO level: -8.463 eV
- Net charge: 0

=====

[2]
Density functional theory data (ωB97M-V/def2-TZVPD) for an isolated molecule of C17H13F3N2O5 in a non-equilibrium geometry.

The geometry in XYZ format:
```
40
C17H13F3N2O5, DFT ωB97M-V/def2-TZVPD
O 2.5492 3.1589 2.3942
O -3.1822 -0.4348 3.4495
F 1.5028 -2.0937 -4.2336
F 0.2526 -1.8441 -6.0900
F -0.8359 -1.8793 -4.2999
O -3.3268 -2.6441 4.1696
O -0.4803 -0.7863 0.4678
O 0.7153 -0.0330 -4.8129
C 1.6395 2.5624 1.9698
C -3.2562 -1.6333 3.2025
C 1.1521 -0.6868 2.0874
C 0.2586 -1.6684 2.3578
C 2.0025 3.0118 -0.3834
C 0.6920 -0.1248 0.8836
C 1.7617 2.0247 0.6423
C -0.6670 -1.7621 1.3324
C 1.3946 1.9170 -3.8439
C 1.6734 2.8441 -2.7787
C 0.8927 0.1052 -2.3276
C 1.0641 0.5777 -3.6352
C 1.7241 2.3093 -1.5618
C 1.2383 1.0288 -1.2260
N 0.4435 2.4581 2.6843
N 1.2451 0.8659 0.1343
C 0.3935 -1.4451 -4.7970
C -3.2347 -1.9663 1.7201
C -1.8803 -2.6535 1.2290
H -3.1936 -2.1450 5.0198
H 2.0287 -0.6361 2.7280
H 0.2287 -2.2589 3.2907
H 2.3356 4.0665 -0.2141
H 1.6423 2.2519 -4.8842
H 1.8143 3.9295 -2.9670
H 0.5340 -0.8984 -2.1991
H -0.3370 1.8823 2.3252
H 0.2948 2.9746 3.5874
H -3.3477 -1.1066 1.0709
H -4.0587 -2.6352 1.4711
H -1.9545 -3.0717 0.2005
H -1.7193 -3.5610 1.8358
```

Summary:
- Relative energy (zero: lowest compared OMol25 entry of this formula, charge and spin): 1.848 eV
- SMILES: NC(=O)c1cc2ccc(OC(F)(F)F)cc2n1-c1ccc(CCC(=O)O)o1
- HOMO level: -7.898 eV
- Net charge: 0

=====

[3]
Density functional theory data (ωB97M-V/def2-TZVPD) for a cluster of 2 separate species, C17H14BClNO3S in total in a non-equilibrium geometry.

The geometry in XYZ format:
```
38
C17H14BClNO3S, DFT ωB97M-V/def2-TZVPD
C 2.8911 0.0841 -1.2477
C 2.6508 -0.6485 -2.1602
C 2.3473 -1.6764 -3.1354
S 3.8203 -1.9696 -4.1685
Cl 4.0513 -3.9480 -4.1241
B 5.3370 -1.2187 -3.1640
N 5.6947 -1.6463 -1.8630
O 5.9788 -0.2866 -3.8765
H 3.4129 0.6260 -0.4955
H 1.5591 -1.3572 -3.8093
H 2.0650 -2.5998 -2.6431
H 6.4296 -2.3435 -1.8082
H 4.8972 -1.9538 -1.3167
H 5.6135 0.6036 -3.8012
C -2.1949 -2.8380 0.5594
C -1.1814 -2.2962 -0.2251
C -0.8834 -0.9471 -0.1418
C -1.5994 -0.1328 0.7220
C -2.6278 -0.6697 1.4939
C -2.9172 -2.0259 1.4163
C -3.4389 0.2008 2.3976
O -4.3275 -0.2680 3.0720
C -3.1220 1.6567 2.4345
C -3.8943 2.4946 3.2263
C -3.6076 3.8475 3.2843
C -2.5429 4.3690 2.5577
C -1.7712 3.5399 1.7627
C -2.0610 2.1836 1.6909
C -1.2410 1.3125 0.8088
O -0.3040 1.7539 0.1721
H -2.4229 -3.8934 0.4982
H -0.6261 -2.9341 -0.9017
H -0.0810 -0.5302 -0.7342
H -3.7091 -2.4365 2.0263
H -4.7181 2.0832 3.7918
H -4.2135 4.4994 3.8984
H -2.3183 5.4255 2.6104
H -0.9451 3.9398 1.1925
```

Summary:
- HOMO level: -11.552 eV
- Net charge: +1

=====

[4]
Density functional theory data (ωB97M-V/def2-TZVPD) for a structure of composition C17H14BrMnNO3S in a non-equilibrium geometry.

The geometry in XYZ format:
```
38
C17H14BrMnNO3S, DFT ωB97M-V/def2-TZVPD
C -0.9919 -1.2599 -3.7468
C -1.2113 -2.3535 -2.8329
C -1.8958 -1.8269 -1.6701
H -0.8878 -3.3860 -2.9901
C -2.0922 -0.4077 -1.8785
C -1.5576 -0.0748 -3.1718
H -1.6031 0.9089 -3.6356
H -0.5324 -1.3173 -4.7331
H -2.1996 -2.3896 -0.7801
H -2.5455 0.3105 -1.1921
Mn 0.0145 -0.9241 -1.8476
Br 1.1582 -2.3184 -0.2344
C 2.9961 1.0003 -1.5672
C 1.9575 1.7043 -2.2634
C 1.4070 0.8229 -3.2407
H 1.6223 2.7319 -2.0921
C 2.0882 -0.4465 -3.1359
C 3.1009 -0.3004 -2.1167
H 3.8249 -1.0721 -1.8343
H 3.6050 1.3993 -0.7340
H 0.7641 1.1176 -4.0722
H 2.0577 -1.2332 -3.8953
O -2.3895 -0.2344 1.0761
C -1.3172 0.2679 1.4516
N -0.4117 0.7385 0.5561
S 0.8393 1.6610 0.8264
O 0.6450 3.0289 0.3308
O 0.8108 1.8689 2.5633
C 0.1350 0.9983 3.3543
C 0.5134 0.9752 4.7145
C -0.2863 0.3056 5.6340
C -1.4383 -0.3764 5.2103
C -1.7808 -0.3586 3.8529
C -0.9671 0.3012 2.9094
H 1.3905 1.5305 5.0345
H -0.0427 0.3466 6.6998
H -2.0763 -0.8753 5.9402
H -2.7032 -0.8634 3.5109
```

Summary:
- Spin multiplicity: 5
- <S²>: 6.38
- HOMO level (alpha / beta): -4.556 / -4.819 eV
- Net charge: -1

=====

[5]
Density functional theory data (ωB97M-V/def2-TZVPD) for a structure of composition C17H14Cl2N2O9Os in a non-equilibrium geometry.

The geometry in XYZ format:
```
45
C17H14Cl2N2O9Os, DFT ωB97M-V/def2-TZVPD
Os 0.8955 0.8180 -1.8842
Cl -3.7136 -4.1289 -4.7175
C -2.8589 -2.7671 -4.0565
C -3.5609 -1.5838 -3.7861
C -2.9068 -0.4993 -3.2682
Cl -3.7829 0.9441 -2.8905
C -1.5195 -0.5260 -2.9974
O -0.9600 0.5419 -2.5042
C -0.8410 -1.7304 -3.2707
C 0.5414 -1.8880 -2.9819
O 1.3497 -1.0108 -2.6114
C -1.5299 -2.8474 -3.7844
H -4.6256 -1.5301 -3.9677
H 0.9580 -2.8853 -3.1358
H -0.9957 -3.7748 -3.9503
O 4.0125 2.8431 -0.2026
C 3.0893 2.3693 -0.7455
O 2.7968 1.3092 -1.3869
C 1.5777 3.4333 -0.8207
O 1.6944 4.4913 -0.3347
O 0.7175 2.7849 -1.5069
C 2.8757 -0.4177 2.7754
C 1.8102 0.5166 3.3467
C 0.4929 0.4902 2.5475
C -0.5031 1.5124 3.1297
C -1.8191 1.5837 2.3567
C -0.1098 -0.8813 2.6820
O -0.4066 -1.3630 3.7494
N -0.3114 -1.5783 1.5186
C -0.0487 -1.1602 0.2261
O -0.2887 -1.9218 -0.6807
N 0.4788 0.1104 0.0485
C 0.8087 0.9140 1.1190
O 1.3599 1.9863 0.9821
H 3.7821 -0.3697 3.3770
H 3.1379 -0.1314 1.7538
H 2.5285 -1.4539 2.7682
H 2.1799 1.5412 3.3431
H 1.5735 0.2342 4.3726
H -0.0182 2.4885 3.1268
H -0.6925 1.2230 4.1637
H -1.6521 1.8986 1.3237
H -2.4879 2.3058 2.8229
H -2.3246 0.6150 2.3470
H -0.7034 -2.5058 1.6041
```

Summary:
- HOMO level (alpha / beta): -8.607 / -8.469 eV
- Net charge: 0

=====

[6]
Density functional theory data (ωB97M-V/def2-TZVPD) for an isolated molecule of C17H14ClF3N4O in a non-equilibrium geometry.

The geometry in XYZ format:
```
40
C17H14ClF3N4O, DFT ωB97M-V/def2-TZVPD
O -0.3705 2.1027 0.3802
F -2.7069 4.4864 3.6487
F -3.9096 3.8441 5.3665
F -4.3772 3.0891 3.2978
Cl -0.7187 0.1141 7.0723
N 2.3950 2.8135 -2.5553
N -2.1140 1.7507 5.4647
C 0.2634 1.1414 0.7765
C 2.5390 2.0000 -3.6210
C 2.0152 2.2331 -1.4332
C -1.1084 0.8583 5.5604
C -2.3699 2.2805 4.2594
C -0.3401 0.5066 4.4577
C -1.6450 1.8868 3.1222
C 2.2762 0.6452 -3.5546
C -0.5904 0.9919 3.1697
C 1.6966 0.9030 -1.2381
C 1.8070 0.0537 -2.3746
N 0.2371 0.6155 2.0778
N 1.2396 0.4650 0.0080
C -3.4010 3.4237 4.1624
C 1.2221 -0.4339 2.2346
C 1.8903 -0.5824 0.8285
C 2.5439 -2.4119 -2.8207
C 1.2694 -2.2638 -3.6227
C 1.4821 -1.4264 -2.3697
H 2.8275 2.4471 -4.5874
H 1.8513 2.9391 -0.5952
H 0.5000 -0.1707 4.6111
H -1.9532 2.3333 2.1688
H 2.4634 0.0715 -4.4254
H 0.7848 -1.4054 2.5500
H 1.9740 -0.1864 2.9934
H 1.7351 -1.5609 0.3791
H 2.9804 -0.4156 0.8776
H 2.6522 -3.3181 -2.2308
H 3.5122 -2.0864 -3.2144
H 1.3183 -1.8079 -4.6122
H 0.4888 -3.0186 -3.5034
H 0.8070 -1.7409 -1.5416
```

Summary:
- Relative energy (zero: lowest compared OMol25 entry of this formula, charge and spin): 0.000 eV
- SMILES: O=C1N(c2cc(Cl)nc(C(F)(F)F)c2)CCN1c1cnccc1C1CC1
- HOMO level: -9.073 eV
- Net charge: 0

=====

[7]
Density functional theory data (ωB97M-V/def2-TZVPD) for an isolated molecule of C17H14ClFN2O2.

The geometry in XYZ format:
```
37
C17H14ClFN2O2, DFT ωB97M-V/def2-TZVPD
C 0.8655 1.5032 2.9521
C 1.6058 0.9592 1.7788
C 1.0305 0.4616 0.6151
N 2.0293 0.0827 -0.2291
C 1.9729 -0.4854 -1.4633
C 3.1157 -0.7936 -2.1293
C 4.3761 -0.5403 -1.5428
C 4.4396 0.0035 -0.2934
C 3.2565 0.3221 0.3924
C 2.9925 0.8672 1.6398
H 3.7266 1.1670 2.3602
H 5.3818 0.1972 0.1944
H 5.2734 -0.7908 -2.0858
H 3.0563 -1.2414 -3.1080
H 0.9949 -0.6940 -1.8696
C -0.4226 0.4596 0.2591
C -1.1101 -0.8930 0.1926
C -0.4719 -2.1232 0.3317
C -1.1395 -3.3346 0.2578
C -2.5044 -3.3486 0.0535
C -3.1893 -2.1517 -0.0486
C -2.4995 -0.9534 0.0317
Cl -3.4347 0.5073 -0.0329
H -4.2593 -2.1396 -0.1805
H -3.0360 -4.2843 -0.0100
H -0.5722 -4.2446 0.3687
F 0.8520 -2.1903 0.5621
H -0.9192 1.0118 1.0694
C -0.6651 1.2737 -1.0303
N -1.4177 2.5287 -0.7811
O -1.9787 3.0051 -1.7360
O -1.3826 3.0093 0.3227
H 0.2877 1.6004 -1.4585
H -1.2137 0.7229 -1.7967
H 0.2209 2.3291 2.6511
H 1.5669 1.8656 3.6983
H 0.2427 0.7335 3.4078
```

Summary:
- Relative energy (zero: lowest compared OMol25 entry of this formula, charge and spin): 4.015 eV
- SMILES: Cc1cc2ccccn2c1[C@@H](C[N+](=O)[O-])c1c(F)cccc1Cl
- HOMO level: -7.444 eV
- Net charge: 0

=====

[8]
Density functional theory data (ωB97M-V/def2-TZVPD) for a structure of composition C17H14ClMnNO2S2 in a non-equilibrium geometry.

The geometry in XYZ format:
```
38
C17H14ClMnNO2S2, DFT ωB97M-V/def2-TZVPD
C -3.0793 -1.0639 -1.9098
C -2.0450 -1.2051 -2.8770
C -1.6365 0.0876 -3.3152
H -1.7011 -2.1457 -3.3106
C -2.3276 1.0757 -2.5364
C -3.2940 0.3831 -1.6858
H -4.2074 0.8154 -1.2284
H -3.7178 -1.8451 -1.5147
H -1.0205 0.2994 -4.2085
H -2.2974 2.1660 -2.7102
Mn -1.6667 -0.1463 -0.5563
Cl -0.3477 -1.9169 -0.4056
C 3.2823 0.2206 -1.1709
C 2.6689 1.4027 -1.6590
C 1.9347 1.0720 -2.8280
H 2.6035 2.3447 -1.1675
C 2.1566 -0.3184 -3.1277
C 2.9945 -0.8379 -2.0689
H 3.2618 -1.8716 -1.9593
H 3.7645 0.1101 -0.2486
H 1.2054 1.6848 -3.3655
H 1.7009 -0.8562 -3.9845
O 2.9237 1.4178 3.6434
S 2.3747 0.5225 2.6620
O 3.1749 -0.6065 2.2255
N 1.7308 1.3271 1.3306
C 0.4126 1.2112 1.2419
S -0.4875 1.8617 -0.0419
C -0.2153 0.4245 2.3090
C -1.5418 0.0349 2.5133
C -1.8702 -0.6862 3.6681
C -0.8781 -1.0439 4.5869
C 0.4630 -0.7032 4.3484
C 0.7758 -0.0102 3.1917
H -2.3208 0.3098 1.7800
H -2.9018 -0.9783 3.8436
H -1.1354 -1.5863 5.4947
H 1.2632 -0.9500 5.0411
```

Summary:
- Spin multiplicity: 5
- Relative energy (zero: lowest compared OMol25 entry of this formula, charge and spin): 0.000 eV
- <S²>: 6.41
- HOMO level (alpha / beta): -4.717 / -3.875 eV
- Net charge: -1

=====

net charge of number 7 (C17H14ClFN2O2)?
0